Record 1
ORCA calculation (ωB97M-V/def2-TZVPD) on C19H37F5N5O4PdS2Si4Te2 as an isolated structure.

For the highest occupied orbital energy (spin up / spin down), the calculation gives -11.344 / -11.343 eV. As for the relative energy (zero: lowest compared OMol25 entry of this formula, charge and spin): 0.000 eV. The orbital gap (spin up / spin down) is 0.2649 / 0.2649 Ha. The total charge is +1.

Geometry (Å):
1 Pd 2.1526 -0.0465 -1.2129
2 C 3.8388 5.4253 -0.8792
3 C 4.1824 4.0347 -1.2505
4 N 4.6770 3.6364 -2.3843
5 N 4.8073 2.2964 -2.2502
6 C 4.4030 1.8407 -1.0705
7 S 4.3400 0.2298 -0.4889
8 N 4.0265 2.9585 -0.4125
9 N 3.3906 2.9788 0.8322
10 H 3.9994 6.0670 -1.7408
11 H 4.4636 5.7795 -0.0581
12 H 2.7958 5.4896 -0.5683
13 H 5.0825 1.7267 -3.0352
14 H 3.9592 3.5381 1.4633
15 H 3.4165 2.0127 1.1635
16 O 2.7330 -3.2177 -4.0856
17 S 1.8413 -2.1851 -3.6942
18 O 0.9245 -2.7361 -2.6122
19 N 2.4968 -0.8172 -3.1954
20 C 2.1315 0.2417 -4.0426
21 O 2.5161 1.3756 -3.8772
22 C 1.2029 -0.2051 -5.1221
23 C 0.6464 0.5561 -6.1325
24 C -0.2203 -0.0769 -7.0148
25 C -0.5168 -1.4330 -6.8924
26 C 0.0495 -2.2040 -5.8853
27 C 0.8958 -1.5468 -5.0170
28 H 0.8858 1.6069 -6.2203
29 H -0.6753 0.4911 -7.8150
30 H -1.1970 -1.8944 -7.5951
31 H -0.1686 -3.2577 -5.7817
32 F 1.2458 -2.5081 -0.2094
33 Te -0.4221 -2.3081 -1.1768
34 F -1.9625 -2.7495 1.5391
35 F 0.0817 -0.8415 1.6187
36 F -0.6544 -4.1448 -1.1000
37 F -1.5383 -2.2815 -2.7359
38 O 0.1765 0.0046 -1.7107
39 C -3.4682 -0.4980 -0.6182
40 Si -3.0655 0.3616 0.9897
41 C -3.4391 2.2053 0.8433
42 C -4.0318 -0.3353 2.4246
43 Si -0.7630 0.5271 1.4882
44 Te 0.3237 1.5895 -0.5587
45 Si -0.1986 1.9579 3.2814
46 C 1.3570 1.2293 4.0296
47 C 0.1154 3.6743 2.5860
48 C -1.5873 1.9936 4.5306
49 Si -1.7057 -3.9315 2.6643
50 C 0.1078 -4.3047 2.6461
51 C -2.2685 -3.1990 4.2845
52 C -2.7372 -5.3872 2.1329
53 H -4.4844 -0.2221 -0.9132
54 H -3.4495 -1.5851 -0.5155
55 H -2.8070 -0.2112 -1.4405
56 H -4.4657 2.3339 0.4898
57 H -2.7917 2.7338 0.1390
58 H -3.3705 2.7046 1.8125
59 H -5.0918 -0.1147 2.2761
60 H -3.7295 0.1155 3.3706
61 H -3.9118 -1.4159 2.5008
62 H 2.0194 0.7960 3.2766
63 H 1.0989 0.4315 4.7282
64 H 1.9157 1.9883 4.5818
65 H 0.8357 3.6679 1.7617
66 H 0.5318 4.3165 3.3663
67 H -0.8100 4.1362 2.2362
68 H -1.7943 0.9967 4.9243
69 H -2.5118 2.3964 4.1146
70 H -1.3002 2.6268 5.3743
71 H 0.6956 -3.4657 3.0220
72 H 0.4497 -4.5248 1.6349
73 H 0.3265 -5.1820 3.2584
74 H -1.6015 -2.3952 4.6035
75 H -2.2818 -3.9435 5.0825
76 H -3.2816 -2.8006 4.1912
77 H -2.8364 -5.4187 1.0461
78 H -3.7382 -5.3625 2.5659
79 H -2.2624 -6.3214 2.4392

***

Record 2
ORCA calculation (ωB97M-V/def2-TZVPD) on a 5-piece molecular cluster, C19H37FN2O14 overall at a distorted geometry.

For the highest occupied orbital energy, the calculation gives -9.700 eV. The orbital gap is 0.3679 Ha. The total charge is 0.

Geometry (Å):
1 H -8.5690 -1.4867 0.3824
2 N -9.0733 -0.7415 0.9508
3 C -8.9171 0.4970 0.3664
4 C -9.5754 1.9064 0.9066
5 C -8.0137 0.5265 -1.0320
6 N -6.5645 0.3912 -0.6253
7 C -5.9867 -0.9738 -0.9224
8 O -6.2321 -1.6972 -2.0454
9 O -5.0194 -1.5916 0.0415
10 C -5.7025 1.5240 -1.1372
11 F -6.2523 2.7932 -0.5465
12 C -4.1280 1.4425 -0.6456
13 C -4.1191 1.4797 0.9964
14 H -10.3242 2.3588 0.0961
15 H -8.7639 2.7590 1.1016
16 H -10.1103 1.6680 1.9208
17 H -8.2350 1.5552 -1.5940
18 H -8.4313 -0.3398 -1.6976
19 H -5.2082 -1.2774 0.9768
20 H -5.7289 1.6258 -2.3236
21 H -3.5796 0.4919 -1.0852
22 H -3.6095 2.4375 -1.0198
23 H -3.2130 0.7818 1.3360
24 H -3.9970 2.5805 1.4345
25 H -5.0842 1.0413 1.4999
26 C 1.1780 2.8284 1.5328
27 O 1.7021 1.7986 2.3689
28 C 0.8681 0.7426 2.5434
29 O -0.2453 0.6201 2.0574
30 O 1.4876 -0.1536 3.3523
31 C 0.7215 -1.3253 3.6252
32 H 1.9276 3.6215 1.4632
33 H 0.9858 2.4469 0.5249
34 H 0.2673 3.2527 1.9678
35 H 0.5111 -1.8729 2.7009
36 H -0.2074 -1.0671 4.1439
37 H 1.3130 -1.9709 4.2802
38 C 0.7376 0.6883 -4.7729
39 O 1.5576 0.2718 -3.6827
40 C 0.8674 -0.1896 -2.6094
41 O -0.3476 -0.2685 -2.5180
42 O 1.7634 -0.5479 -1.6554
43 C 1.1754 -1.0558 -0.4593
44 H 1.3935 1.0378 -5.5749
45 H 0.1457 -0.1504 -5.1532
46 H 0.0885 1.5174 -4.4730
47 H 0.6011 -1.9644 -0.6672
48 H 0.5439 -0.2965 0.0130
49 H 1.9830 -1.3104 0.2326
50 C 4.1124 -0.2210 2.4690
51 O 5.4623 -0.6313 2.6781
52 C 5.6699 -1.9641 2.5309
53 O 4.8218 -2.7949 2.2457
54 O 6.9849 -2.2125 2.7559
55 C 7.3518 -3.5854 2.6346
56 H 4.0623 0.8619 2.6120
57 H 3.7938 -0.4483 1.4466
58 H 3.4474 -0.6957 3.1977
59 H 7.1628 -3.9472 1.6188
60 H 6.8164 -4.1946 3.3699
61 H 8.4237 -3.6677 2.8349
62 C 8.3430 -0.6414 -1.2307
63 O 7.3546 0.3017 -1.6404
64 C 6.2746 -0.2502 -2.2489
65 O 6.1001 -1.4403 -2.4591
66 O 5.4223 0.7515 -2.5830
67 C 4.2318 0.3155 -3.2364
68 H 9.1600 -0.0904 -0.7568
69 H 7.9287 -1.3409 -0.4975
70 H 8.7460 -1.1785 -2.0954
71 H 3.6531 -0.3457 -2.5833
72 H 4.4704 -0.1833 -4.1812
73 H 3.6249 1.1979 -3.4570

***

Record 3
ORCA calculation (ωB97M-V/def2-TZVPD) on C19H37MnNO4Si as an isolated structure at a distorted geometry.

For the highest occupied orbital energy (spin up / spin down), the calculation gives 1.987 / 2.321 eV. As for the expectation value of S²: 8.8393. The orbital gap (spin up / spin down) is 0.0986 / 0.0874 Ha. As for the spin multiplicity: 6. The total charge is -2.

Geometry (Å):
1 C -0.4807 0.5586 -4.9694
2 C 0.8269 0.6602 -4.4482
3 C 0.7774 1.2994 -3.1750
4 C -0.5657 1.8392 -3.0187
5 C -1.3581 1.2949 -4.1226
6 Mn -0.8998 -0.1921 -2.4799
7 N -2.7269 1.0128 -1.4201
8 C 0.6121 -1.9965 -3.3829
9 C 1.9613 -1.8755 -3.4738
10 H 1.6197 1.5934 -2.5173
11 H 1.7505 0.3775 -4.9345
12 H -0.8514 2.5952 -2.3047
13 H -2.3824 1.6100 -4.3229
14 H -0.7842 0.0556 -5.8775
15 H 2.3865 -1.7297 -4.4728
16 H 0.2414 -2.4964 -2.4629
17 H -3.3997 0.2792 -1.7499
18 H 2.5824 -1.9560 -2.5741
19 H 0.0495 -2.0130 -4.3600
20 C 3.3696 -2.2405 1.3116
21 C 1.8422 -2.2660 1.3048
22 C 1.3158 -2.9544 0.0492
23 C 1.3793 -3.0299 2.5395
24 O 1.3919 -0.9003 1.3881
25 Si 0.4191 0.1603 0.6138
26 O 0.1426 -0.2726 -0.8877
27 O -0.9510 0.3739 1.4658
28 C -2.0227 -0.4337 1.9587
29 C -2.5169 -1.4126 0.9006
30 C -1.5423 -1.1597 3.2219
31 C -3.1333 0.5574 2.2944
32 O 1.1951 1.6341 0.8090
33 C 0.5050 2.8587 1.1992
34 C -0.8173 3.0251 0.4604
35 C 0.2621 2.8747 2.7069
36 C 1.4637 3.9970 0.8684
37 H 3.7613 -3.2611 1.2239
38 H 3.7391 -1.8160 2.2531
39 H 3.7627 -1.6449 0.4788
40 H 1.6623 -4.0014 0.0583
41 H 0.2133 -2.9679 0.0380
42 H 1.6733 -2.4856 -0.8813
43 H 1.7336 -2.5514 3.4589
44 H 0.2900 -3.1133 2.5831
45 H 1.7856 -4.0467 2.5141
46 H -1.8026 -2.2320 0.7349
47 H -3.4710 -1.8502 1.2282
48 H -2.7038 -0.8682 -0.0403
49 H -0.5504 -0.8057 3.5264
50 H -2.2495 -0.9616 4.0343
51 H -1.5064 -2.2411 3.0578
52 H -2.7655 1.2876 3.0293
53 H -3.4749 1.0869 1.3938
54 H -3.9819 0.0150 2.7309
55 H -1.6164 2.4185 0.8984
56 H -1.1319 4.0748 0.5093
57 H -0.7333 2.7246 -0.5862
58 H 1.2170 2.8232 3.2470
59 H -0.2554 3.8063 2.9767
60 H -0.3635 2.0281 3.0120
61 H 2.3669 3.9167 1.4875
62 H 1.7583 3.9795 -0.1878
63 H 0.9816 4.9576 1.0833

***

Record 4
ORCA calculation (ωB97M-V/def2-TZVPD) on a 7-piece molecular cluster, C19H38BClO21PS overall at a distorted geometry.

For the highest occupied orbital energy, the calculation gives -4.628 eV. As for the relative energy (zero: lowest compared OMol25 entry of this formula, charge and spin): 0.000 eV. The orbital gap is 0.2446 Ha. The total charge is -1.

Geometry (Å):
1 O -0.3829 -4.7965 2.8193
2 C -0.0943 -4.7077 1.6135
3 O 0.7553 -3.8887 1.1834
4 B -0.9355 -5.6909 0.6950
5 S -0.2021 -7.3042 0.0582
6 P -2.7809 -5.2196 0.2487
7 O -3.5880 -5.4049 1.7176
8 Cl -2.8483 -3.1832 -0.2132
9 H -0.4149 -8.1654 1.1021
10 H -4.1176 -6.2130 1.7019
11 C -3.5118 3.4680 1.1013
12 O -3.3423 2.0865 0.7924
13 C -2.0674 1.7054 0.6524
14 O -1.1004 2.4215 0.7643
15 O -2.0531 0.4101 0.3709
16 C -0.7428 -0.1438 0.1947
17 H -4.5806 3.6523 1.1897
18 H -3.0367 3.7118 2.0515
19 H -3.1143 4.0944 0.3022
20 H -0.1575 -0.0463 1.1078
21 H -0.2331 0.3354 -0.6417
22 H -0.8577 -1.2013 -0.0293
23 C 1.7729 -4.0354 -1.5407
24 O 1.3643 -3.4203 -2.7786
25 C 2.0171 -2.3058 -3.0784
26 O 2.8887 -1.7908 -2.4258
27 O 1.5330 -1.8378 -4.2415
28 C 2.1444 -0.6277 -4.6774
29 H 1.1730 -4.9299 -1.4009
30 H 2.8238 -4.3268 -1.5845
31 H 1.5930 -3.3699 -0.7029
32 H 3.2115 -0.7726 -4.8482
33 H 1.9769 0.1699 -3.9531
34 H 1.6788 -0.3430 -5.6193
35 C -8.6520 1.7908 4.7299
36 O -7.3802 1.4192 5.2548
37 C -6.4663 1.1273 4.3191
38 O -6.6425 1.1586 3.1302
39 O -5.3331 0.7991 4.9385
40 C -4.2563 0.4580 4.0589
41 H -9.3040 2.0024 5.5750
42 H -8.5690 2.6901 4.1193
43 H -9.0838 0.9740 4.1517
44 H -3.9976 1.3026 3.4205
45 H -4.5110 -0.4131 3.4567
46 H -3.3944 0.2121 4.6750
47 C 5.7376 -9.2872 0.3445
48 O 4.9827 -8.3725 -0.4450
49 C 5.7244 -7.5103 -1.1450
50 O 6.9279 -7.4580 -1.1540
51 O 4.8994 -6.7195 -1.8311
52 C 5.5562 -5.7390 -2.6323
53 H 5.0299 -9.9307 0.8627
54 H 6.3754 -9.9064 -0.2870
55 H 6.3333 -8.7553 1.0863
56 H 6.1859 -6.2140 -3.3850
57 H 6.1445 -5.0646 -2.0105
58 H 4.7880 -5.1582 -3.1384
59 C 4.5489 4.6615 -5.7482
60 O 3.8398 3.7669 -4.8944
61 C 2.9099 4.3563 -4.1340
62 O 2.6473 5.5307 -4.1250
63 O 2.3282 3.4153 -3.3911
64 C 1.3032 3.9014 -2.5200
65 H 5.2698 4.0720 -6.3107
66 H 3.8690 5.1443 -6.4503
67 H 5.0879 5.4066 -5.1630
68 H 0.4934 4.3525 -3.0929
69 H 1.7120 4.6152 -1.8055
70 H 0.9091 3.0483 -1.9723
71 C -0.4683 4.8843 2.5745
72 O -0.8060 6.0277 1.7806
73 C -0.8984 7.1665 2.4654
74 O -0.7271 7.3001 3.6490
75 O -1.2171 8.1428 1.6052
76 C -1.3500 9.4286 2.2057
77 H -0.4245 4.0245 1.9072
78 H 0.5073 5.0161 3.0428
79 H -1.2333 4.7021 3.3300
80 H -0.4092 9.7416 2.6585
81 H -2.1497 9.4273 2.9465
82 H -1.6076 10.1318 1.4163

***

Record 5
ORCA calculation (ωB97M-V/def2-TZVPD) on a 2-piece molecular cluster, C19H38BFO4 overall.

For the highest occupied orbital energy, the calculation gives -9.781 eV. The orbital gap is 0.3747 Ha. The total charge is 0.

Geometry (Å):
1 C -6.2990 1.0125 -2.9371
2 C -4.8723 0.7179 -3.4109
3 C -4.3892 -0.6884 -3.0067
4 C -4.1264 -1.6795 -4.1528
5 C -3.2518 -1.2079 -5.3252
6 C -1.7271 -1.2771 -5.1093
7 C -1.0339 0.0007 -4.5993
8 C -0.8482 0.1228 -3.0818
9 C 0.2669 1.0882 -2.6524
10 C 1.0493 0.5872 -1.4372
11 C 2.0178 1.6230 -0.8467
12 B 2.3858 1.5285 0.6751
13 C 2.8409 2.8581 1.3961
14 C 3.7738 2.7576 2.5519
15 O 3.5039 3.0358 3.6892
16 C 2.3249 0.1342 1.3841
17 F 2.4424 0.1979 2.7918
18 C 3.4473 -0.7817 0.8700
19 C 3.2373 -2.2724 1.2004
20 H -6.9818 0.2237 -3.2656
21 H -6.3460 1.0828 -1.8479
22 H -6.6680 1.9536 -3.3569
23 H -4.8393 0.8422 -4.4953
24 H -4.2006 1.4721 -2.9847
25 H -3.4918 -0.6218 -2.3882
26 H -5.1542 -1.1353 -2.3601
27 H -3.6353 -2.5592 -3.7162
28 H -5.0870 -2.0419 -4.5385
29 H -3.5017 -0.1833 -5.6176
30 H -3.5069 -1.8281 -6.1907
31 H -1.4921 -2.1111 -4.4363
32 H -1.2728 -1.5296 -6.0731
33 H -0.0458 0.0723 -5.0670
34 H -1.6011 0.8708 -4.9560
35 H -1.7824 0.4831 -2.6422
36 H -0.6549 -0.8725 -2.6635
37 H 0.9583 1.2555 -3.4867
38 H -0.1603 2.0675 -2.4018
39 H 0.3293 0.2679 -0.6729
40 H 1.6078 -0.3073 -1.7401
41 H 1.6195 2.6355 -1.0199
42 H 2.9644 1.6082 -1.4104
43 H 3.3012 3.4958 0.6293
44 H 1.9405 3.3811 1.7527
45 H 4.7948 2.4093 2.3146
46 H 1.3628 -0.3633 1.1969
47 H 3.5496 -0.6422 -0.2096
48 H 4.3679 -0.4311 1.3451
49 H 2.2671 -2.4395 1.6730
50 H 3.2803 -2.8908 0.3011
51 H 4.0001 -2.6442 1.8871
52 C 1.1941 -2.5125 8.7118
53 O 1.1209 -1.8272 7.4602
54 C 1.9428 -0.7774 7.3638
55 O 2.6949 -0.4051 8.2261
56 O 1.7817 -0.2293 6.1684
57 C 2.6019 0.9235 5.9208
58 H 0.4804 -3.3276 8.6395
59 H 2.1966 -2.9018 8.8787
60 H 0.9261 -1.8473 9.5304
61 H 3.6559 0.6618 5.9840
62 H 2.3790 1.7099 6.6390
63 H 2.3618 1.2558 4.9201

***

Record 6
ORCA calculation (ωB97M-V/def2-TZVPD) on C19H38BN3O7Si2 as an isolated structure at a distorted geometry.

For the highest occupied orbital energy, the calculation gives -8.017 eV. The orbital gap is 0.2999 Ha. The total charge is 0.

Geometry (Å):
1 C -0.2299 1.2632 -3.5285
2 C -1.0947 -0.1271 -3.4576
3 Si -0.0655 -1.3395 -2.3933
4 O -0.0182 -0.7154 -0.7743
5 Si -1.1824 -1.4528 0.2782
6 C -1.2554 -0.3469 1.8631
7 C -0.1264 0.7914 1.9144
8 C 1.3756 0.2523 2.0618
9 C 1.6407 -0.6607 3.3429
10 C 0.7192 -0.7995 4.5702
11 C 1.0536 -1.7661 5.7667
12 C 2.3388 -2.6198 5.7457
13 C 3.2954 -2.4376 4.5123
14 C 2.9764 -1.4925 3.3360
15 C -2.9726 -1.5308 -0.4156
16 O -3.4036 -2.9535 -0.3221
17 N -3.3729 -3.2375 1.0178
18 O -3.3999 -4.4127 1.1961
19 B -0.5836 -3.2136 -2.5433
20 O -1.8973 -3.4790 -3.1299
21 O 0.2155 -4.3549 -2.1668
22 C 1.3267 -4.5198 -3.1000
23 H 0.0806 1.4999 -4.6012
24 H 0.7567 1.1109 -2.9453
25 H -0.7686 2.1237 -3.0070
26 H -1.3922 -0.5165 -4.4896
27 H -2.0819 0.1750 -2.9369
28 H 1.3261 -1.2534 -2.9044
29 H -0.6888 -2.7603 0.7083
30 H -1.2766 -1.0489 2.7619
31 H -2.2748 0.2014 1.8399
32 H -0.1574 1.3899 0.9241
33 H -0.3553 1.5665 2.7364
34 H 2.0464 1.1879 2.1908
35 H 1.7372 -0.2423 1.0816
36 H -0.2536 -0.2101 4.6338
37 H 0.2988 -1.8299 6.6149
38 H 2.5484 -3.3360 6.6058
39 H 4.2543 -3.0519 4.4788
40 H 3.7111 -1.4117 2.4706
41 H -3.1032 -1.1201 -1.4705
42 H -3.7121 -0.9595 0.2618
43 H -2.1044 -2.7637 -3.7832
44 H 1.6286 -5.6160 -3.2490
45 H 2.2270 -3.9782 -2.6174
46 H 1.1305 -4.0511 -4.1304
47 C -1.7943 2.1333 5.3776
48 O -1.6500 0.9676 5.6981
49 N -2.9889 2.7349 5.1152
50 C -3.0819 4.1305 4.7384
51 C -4.2054 1.9518 5.2166
52 H -0.9347 2.8146 5.2721
53 H -3.6968 4.6578 5.4723
54 H -3.5478 4.2033 3.7523
55 H -2.0940 4.5926 4.7019
56 H -4.2964 1.5617 6.2332
57 H -4.1481 1.1096 4.5225
58 H -5.0757 2.5646 4.9793
59 C 3.1620 2.4957 -4.8261
60 O 3.0687 1.4719 -4.1758
61 N 3.2123 2.5618 -6.1878
62 C 3.3238 3.8217 -6.8941
63 C 3.1519 1.3310 -6.9520
64 H 3.2148 3.4848 -4.3432
65 H 2.4588 3.9397 -7.5519
66 H 4.2386 3.8154 -7.4922
67 H 3.3590 4.6597 -6.1962
68 H 2.2175 0.8126 -6.7229
69 H 3.9879 0.6891 -6.6636
70 H 3.2024 1.5415 -8.0209